Density functional theory data (wB97M-V/def2-TZVPD) for 2 unconnected molecules or ions with the total composition C5H12N2O at a distorted geometry.

Last column: Löwdin charge in e.
Element x y z (Å)
C 1.43 -2.07 -1.90  0.211
O -0.55 1.53 3.04  -0.370
C 0.47 -1.23 -1.30  -0.395
C 0.90 -0.53 0.05  -0.143
C -0.15 0.37 0.60  -0.241
C -0.92 2.50 0.23  -0.042
N -0.27 1.54 -0.31  0.000
N -0.76 -2.10 -0.91  0.059
H 1.94 -1.76 -2.81  0.090
H 1.39 -3.14 -1.78  0.078
H 0.01 2.26 3.34  -0.065
H 0.12 -0.39 -1.90  0.134
H 1.89 -0.08 -0.02  0.119
H 1.06 -1.29 0.82  0.122
H -1.13 -0.15 0.61  0.126
H 0.07 0.69 1.63  0.071
H -1.17 2.46 1.29  0.053
H -1.14 3.39 -0.37  0.067
H -1.53 -1.93 -1.56  0.078
H -0.41 -3.01 -1.19  0.047

2S+1   1
DFT total energy   -10399.514 eV
ΔE to the lowest compared entry with this formula, charge and spin   205.5 kcal per mole
HOMO level   -0.26170 hartree

***

Density functional theory data (wB97M-V/def2-TZVPD) for 2 unconnected molecules or ions with the total composition C4H8O3S at a distorted geometry.

Last column: Löwdin charge in e.
Element x y z (Å)
C -0.14 1.68 0.82  -0.085
C -0.88 1.95 -0.44  -0.114
C -0.76 0.56 0.01  -0.565
C 1.43 -2.56 0.47  0.036
O 1.75 0.20 -1.20  -0.386
O -0.18 -1.19 -2.02  -0.377
O -1.72 -0.23 0.48  0.055
S 0.55 -0.56 -0.93  0.809
H 0.99 1.69 0.77  0.120
H -0.59 2.02 1.80  0.139
H -1.85 2.55 -0.34  0.150
H -0.54 2.31 -1.34  0.085
H 0.39 -2.94 0.65  0.017
H 2.09 -3.21 -0.15  0.017
H 1.99 -2.21 1.36  0.011
H -2.52 -0.05 0.06  0.086

2S+1   1
DFT total energy   -21250.585 eV
ΔE to the lowest compared entry with this formula, charge and spin   118.4 kcal per mole
HOMO level (spin up / spin down)   -0.33027 / -0.32347 hartree

***

Density functional theory data (wB97M-V/def2-TZVPD) for C5H12O in the gas phase.

Last column: Löwdin charge in e.
Element x y z (Å)
C -2.45 -0.59 0.12  -0.121
C -1.08 -0.28 -0.47  -0.271
C -0.45 0.99 0.11  -0.195
C 1.04 1.18 -0.19  -0.238
O 1.85 0.51 0.76  -0.194
C 2.38 -0.72 0.34  -0.121
H -2.37 -0.77 1.20  0.072
H -2.88 -1.49 -0.33  0.068
H -3.16 0.23 -0.02  0.073
H -1.18 -0.15 -1.56  0.108
H -0.42 -1.15 -0.33  0.092
H -1.00 1.87 -0.25  0.115
H -0.56 0.97 1.20  0.117
H 1.29 0.85 -1.21  0.123
H 1.29 2.25 -0.11  0.120
H 3.05 -1.07 1.13  0.091
H 2.96 -0.63 -0.60  0.090
H 1.59 -1.46 0.18  0.071

2S+1   1
DFT total energy   -7426.488 eV
ΔE to the lowest compared entry with this formula, charge and spin   19.0 kcal per mole
HOMO level   -0.35186 hartree
Structure (SMILES)   CCCCOC

***

Density functional theory data (wB97M-V/def2-TZVPD) for a molecular structure, C32H39CrN5 at a distorted geometry.

Last column: Löwdin spin population.
Element x y z (Å)
Cr 0.38 -0.07 0.71  1.971
N 0.94 -2.77 3.87  0.023
N 0.20 -2.49 -1.12  0.023
C 1.17 1.96 0.38  0.007
C 2.27 1.10 0.70  0.014
C 2.07 0.61 2.04  -0.012
C 3.02 -0.21 2.87  0.148
H 3.85 -0.59 2.26  0.003
H 2.50 -1.12 3.29  0.040
H 3.42 0.34 3.72  0.020
C 0.85 1.18 2.55  -0.002
C 0.43 1.03 3.98  -0.001
H 1.19 1.48 4.65  0.000
H 0.32 -0.03 4.26  0.000
H -0.52 1.55 4.18  0.000
C 0.29 2.01 1.53  0.000
C -0.82 2.99 1.71  0.002
H -1.60 2.59 2.36  0.000
H -1.27 3.25 0.75  0.000
H -0.44 3.91 2.17  0.000
C 3.45 0.81 -0.17  0.006
H 4.25 1.55 -0.04  0.002
H 3.16 0.82 -1.23  0.000
H 3.87 -0.18 0.06  0.000
C 1.03 2.78 -0.86  0.005
H -0.02 3.02 -1.06  0.000
H 1.42 2.25 -1.73  0.000
H 1.58 3.74 -0.78  0.001
C 0.09 -3.34 4.69  0.003
H 0.33 -3.14 5.76  0.000
C -0.98 -4.14 4.19  -0.001
H -1.57 -4.65 4.95  0.000
C -1.20 -4.27 2.79  0.005
H -2.01 -4.95 2.43  0.001
C -0.37 -3.52 1.93  0.019
H -0.50 -3.59 0.83  0.000
C 0.63 -2.63 2.55  0.089
C 1.49 -1.53 2.11  0.564
H 2.24 -1.98 1.38  0.022
C 0.13 -1.12 -1.30  -0.009
C 0.97 -3.00 -2.10  -0.003
H 1.46 -3.90 -1.77  -0.001
C 0.84 -2.22 -3.24  0.011
H 0.98 -2.53 -4.29  0.001
N 0.29 -1.03 -2.70  -0.004
C 0.16 0.16 -3.41  0.000
C 1.22 0.50 -4.27  0.000
C 1.04 1.62 -5.07  0.000
H 1.85 1.86 -5.76  0.000
C -0.13 2.39 -4.98  0.000
C -0.32 3.55 -5.88  0.000
H -0.84 4.35 -5.35  0.000
H -0.91 3.30 -6.77  0.000
H 0.65 3.93 -6.23  0.000
C -1.12 2.09 -4.04  0.000
H -2.01 2.71 -3.91  0.000
C -1.00 0.96 -3.22  0.000
C -2.03 0.58 -2.19  0.004
H -2.35 -0.47 -2.25  0.000
H -2.91 1.21 -2.32  0.000
H -1.67 0.74 -1.15  0.004
C 2.49 -0.31 -4.26  0.001
H 2.35 -1.34 -4.63  0.000
H 3.01 -0.35 -3.29  0.000
H 3.15 0.19 -4.96  0.000
C -4.55 -0.21 3.19  0.001
N -3.46 -0.53 2.27  0.010
C -3.55 -1.42 1.19  -0.002
C -2.34 -1.38 0.57  0.008
N -1.53 -0.48 1.23  0.005
C -2.23 0.00 2.27  0.020
H -5.38 0.28 2.65  0.000
H -4.94 -1.12 3.66  0.000
H -4.18 0.47 3.96  0.000
H -4.43 -1.98 0.98  0.000
H -1.98 -1.92 -0.29  0.000
H -1.90 0.72 3.01  0.001

Total charge   -1
2S+1   4
DFT total energy   -69682.386 eV
HOMO level (spin up / spin down)   -0.10124 / -0.07459 hartree

***

Density functional theory data (wB97M-V/def2-TZVPD) for a molecular structure, C29H21F11N2O5PS2V at a distorted geometry.

Last column: Löwdin charge in e.
Element x y z (Å)
V -0.07 0.14 0.53  0.832
F 2.45 1.76 3.55  0.190
C 1.76 0.66 3.31  -0.621
F 2.02 -0.24 4.23  0.220
F 2.16 0.17 2.12  0.110
S -0.09 1.09 3.24  0.744
O -0.58 0.27 2.09  -0.365
O -0.69 0.77 4.47  -0.134
N -0.22 2.57 2.80  -0.228
S 0.36 3.03 1.41  0.663
O -0.54 2.79 0.30  -0.357
O 1.67 2.51 1.15  -0.255
C 0.37 4.89 1.62  -0.670
F 0.77 5.43 0.47  0.174
F -0.87 5.26 1.87  0.186
F 1.17 5.26 2.59  0.206
C -1.79 1.95 -4.93  -0.036
C -1.57 2.98 -4.03  -0.056
C -1.57 2.73 -2.67  -0.117
C -1.86 1.45 -2.20  -0.319
C -2.06 0.40 -3.10  -0.065
C -2.02 0.66 -4.46  -0.039
P -2.08 1.12 -0.45  1.134
C -3.23 2.21 0.40  -0.318
C -3.69 3.38 -0.20  -0.059
C -4.69 4.12 0.41  -0.040
C -5.23 3.69 1.61  -0.034
C -4.77 2.54 2.22  -0.040
C -3.76 1.79 1.63  -0.074
C -2.78 -0.52 -0.23  -0.361
C -4.10 -0.96 -0.27  -0.033
C -4.37 -2.24 0.18  -0.027
C -3.35 -3.02 0.69  -0.016
C -2.03 -2.56 0.75  -0.031
C -1.74 -1.30 0.27  -0.113
H -1.79 2.15 -5.99  0.121
H -1.41 3.99 -4.39  0.121
H -1.33 3.52 -1.96  0.100
H -2.24 -0.60 -2.74  0.110
H -2.19 -0.15 -5.16  0.121
H -3.29 3.70 -1.15  0.094
H -5.04 5.02 -0.06  0.120
H -6.02 4.26 2.07  0.121
H -5.19 2.21 3.16  0.120
H -3.40 0.89 2.11  0.114
H -4.89 -0.31 -0.64  0.130
H -5.38 -2.62 0.16  0.124
H -3.57 -4.00 1.08  0.126
H -1.30 -3.22 1.19  0.116
F 0.36 -1.48 -2.03  0.079
C 0.79 -2.25 -0.99  -0.185
C 0.61 -1.72 0.28  -0.109
C 1.03 -2.50 1.34  -0.208
F 0.79 -2.01 2.58  0.086
C 1.61 -3.76 1.17  -0.121
F 1.99 -4.46 2.22  0.164
C 1.78 -4.26 -0.12  -0.106
F 2.30 -5.46 -0.31  0.175
C 1.36 -3.50 -1.22  -0.118
F 1.49 -3.96 -2.45  0.158
C 3.90 2.23 -1.94  0.021
N 2.56 1.68 -1.89  -0.101
C 1.71 1.98 -3.02  0.033
C 2.17 0.97 -0.88  -0.163
O 0.99 0.56 -0.68  -0.154
H 3.85 3.31 -2.07  0.122
H 4.44 1.81 -2.79  0.118
H 4.45 2.01 -1.02  0.113
H 2.27 1.81 -3.93  0.123
H 1.38 3.02 -3.00  0.117
H 0.84 1.32 -3.00  0.092
H 2.94 0.69 -0.15  0.178

Total charge   +2
2S+1   1
DFT total energy   -130149.728 eV
ΔE to the lowest compared entry with this formula, charge and spin   55.6 kcal per mole
HOMO level   -0.53375 hartree

***

Density functional theory data (wB97M-V/def2-TZVPD) for 2 unconnected molecules or ions with the total composition C5H15NOS at a distorted geometry.

Last column: Löwdin charge in e.
Element x y z (Å)
C -0.32 -0.30 -2.50  -0.095
C -1.00 0.11 -1.17  -0.263
N -0.18 -0.04 0.00  -0.090
C 0.24 1.10 0.81  -0.488
C -0.84 1.62 1.75  -0.064
C 1.50 0.67 1.58  -0.481
S 2.91 0.38 0.42  0.677
H 0.41 0.41 -2.90  0.063
H 0.33 -1.19 -2.46  0.061
H -1.17 -0.54 -3.14  0.066
H -1.88 -0.56 -1.18  0.103
H -1.32 1.15 -1.19  0.112
H 0.00 -0.96 0.34  0.077
H 0.46 1.90 0.10  0.134
H -1.15 0.88 2.50  0.081
H -0.41 2.51 2.20  0.078
H -1.78 1.80 1.23  0.074
H 1.78 1.30 2.42  0.074
H 1.39 -0.34 1.98  0.055
H 2.16 -0.07 -0.60  -0.175
O -0.75 -3.44 -0.13  -0.052
H -0.48 -2.68 0.42  0.019
H 0.10 -3.71 -0.47  0.035

2S+1   1
DFT total energy   -19800.270 eV
ΔE to the lowest compared entry with this formula, charge and spin   24.6 kcal per mole
HOMO level   -0.31028 hartree
Structure (SMILES)   CCN[C@@H](C)CS.O